(1)
C24H47BrCl3F3N2O2P | ωB97M-V/def2-TZVPD

Geometry (Å):
C1 -5.815 -2.468 -1.072
C2 -4.382 -3.314 -1.169
C3 -4.355 -4.727 -0.274
C4 -3.218 -2.871 -2.025
C5 -3.438 -2.432 -3.592
C6 -2.111 -1.891 -4.370
C7 -1.594 -0.387 -3.971
C8 -2.888 0.614 -4.058
C9 -0.906 -0.446 -2.437
C10 0.371 0.435 -2.243
P1 0.538 1.899 -1.026
C11 2.372 2.044 -1.619
Br1 -1.595 1.788 -0.200
C12 0.945 0.552 0.274
C13 0.728 0.757 1.831
C14 -0.490 -0.162 2.532
Cl1 -0.205 -1.988 2.349
C15 -0.171 2.965 -2.444
Cl2 1.061 3.680 -3.634
C16 -1.295 4.097 -2.121
C17 -2.787 3.794 -2.819
Cl3 -0.737 5.638 -3.091
C18 0.914 3.370 0.115
F1 2.224 3.240 0.873
F2 1.192 4.693 -0.571
F3 -0.218 3.752 1.045
H1 -6.129 -2.285 0.052
H2 -6.668 -3.127 -1.545
H3 -5.779 -1.440 -1.631
H4 -5.095 -4.637 0.652
H5 -3.248 -4.927 0.043
H6 -4.804 -5.618 -0.930
H7 -2.163 -2.864 -1.507
H8 -3.767 -3.433 -4.155
H9 -4.375 -1.733 -3.624
H10 -1.241 -2.696 -4.256
H11 -2.366 -1.882 -5.527
H12 -0.796 -0.072 -4.790
H13 -3.125 0.953 -2.963
H14 -2.558 1.512 -4.771
H15 -3.848 0.161 -4.547
H16 -0.547 -1.595 -2.432
H17 -1.815 -0.482 -1.730
H18 0.727 0.756 -3.344
H19 1.278 -0.287 -1.928
H20 3.137 1.496 -0.880
H21 2.599 1.559 -2.657
H22 2.820 3.129 -1.615
H23 1.996 0.010 0.101
H24 0.200 -0.362 0.041
H25 0.628 1.795 2.321
H26 1.691 0.290 2.379
H27 -1.561 0.208 2.249
H28 -0.375 0.068 3.700
H29 -0.809 2.229 -3.151
H30 -1.360 4.525 -1.050
H31 -3.386 4.818 -2.719
H32 -3.401 2.984 -2.245
H33 -2.533 3.522 -3.940
C19 7.628 1.714 0.864
C20 6.149 1.677 0.598
O1 5.595 0.686 0.126
N1 5.413 2.786 0.894
C21 5.867 4.039 1.449
H34 8.073 0.757 0.575
H35 8.096 2.505 0.271
H36 7.814 1.874 1.929
H37 4.427 2.681 0.687
H38 5.332 4.208 2.386
H39 5.612 4.833 0.743
H40 6.942 4.048 1.635
C22 0.130 -2.775 5.518
C23 -0.491 -4.059 5.992
O2 -1.579 -4.451 5.574
N2 0.186 -4.800 6.914
C24 1.463 -4.518 7.525
H41 -0.530 -2.300 4.786
H42 0.261 -2.089 6.359
H43 1.089 -2.977 5.036
H44 -0.298 -5.649 7.182
H45 2.138 -5.346 7.295
H46 1.317 -4.465 8.607
H47 1.898 -3.583 7.170

Computed properties:
E_HOMO: -0.20485 Eh
gap between HOMO and LUMO: 7.875 eV
DFT total energy: -157767.712 eV
charge: -1

(2)
C4H12 | ωB97M-V/def2-TZVPD

Geometry (Å):
C1 -1.518 0.961 -0.199
C2 -2.607 0.634 0.820
H1 -0.536 0.892 0.266
H2 -1.501 0.228 -1.015
H3 -1.684 1.925 -0.690
H4 -3.577 1.046 0.534
H5 -2.375 1.027 1.811
H6 -2.764 -0.440 0.916
C3 1.678 -1.420 -0.425
C4 2.496 -0.142 -0.173
H7 1.991 -1.962 -1.316
H8 1.744 -2.083 0.435
H9 0.628 -1.182 -0.620
H10 3.521 -0.398 0.068
H11 2.471 0.504 -1.052
H12 2.032 0.409 0.640

Computed properties:
E_HOMO: -0.43293 Eh
gap between HOMO and LUMO: 12.930 eV
DFT total energy: -4342.438 eV

(3)
C4H9NO | ωB97M-V/def2-TZVPD

Geometry (Å):
C1 -1.903 1.505 -1.449
C2 0.580 -0.229 0.169
C3 -0.044 -1.480 0.995
C4 1.945 -0.056 0.560
H1 -1.583 2.427 -1.094
H2 -1.399 1.207 -2.300
H3 -3.013 1.633 -1.694
H4 1.050 -2.172 1.200
H5 -0.429 -1.271 2.205
H6 -0.843 -1.954 0.210
H7 2.096 -0.744 1.711
H8 2.693 -0.816 0.050
H9 2.439 0.936 0.452
N1 -0.145 0.539 -0.493
O1 -1.445 0.474 -0.523

Computed properties:
E_HOMO: -0.32759 Eh
gap between HOMO and LUMO: 9.898 eV
DFT total energy: -7825.959 eV

(4)
C2H2F2S | ωB97M-V/def2-TZVPD

Geometry (Å):
C1 0.358 -1.568 0.318
C2 1.097 -0.645 1.103
F1 0.764 -2.596 -0.434
F2 2.367 -0.854 1.507
S1 -0.137 -1.644 1.987
H1 -1.100 0.539 -0.969
H2 0.872 0.532 1.110

Computed properties:
E_HOMO (alpha / beta): -0.38607 / -0.31996 Eh
gap between HOMO and LUMO (alpha / beta): 9.710 / 8.390 eV
DFT total energy: -18370.613 eV

(5)
C63H54ClFNP2PdSSb | ωB97M-V/def2-TZVPD

Geometry (Å):
Pd1 -0.341 -0.775 -0.164
C1 2.030 -3.116 -0.857
N1 3.230 -2.628 -0.217
C2 3.135 -1.317 0.422
P1 1.960 -0.014 -0.286
C3 2.569 0.081 -2.011
C4 3.907 -0.133 -2.346
C5 4.324 -0.060 -3.669
C6 3.412 0.233 -4.673
C7 2.078 0.447 -4.352
C8 1.656 0.364 -3.031
C9 2.660 1.359 0.604
C10 3.701 2.139 0.089
C11 4.391 3.067 0.846
C12 4.067 3.163 2.240
C13 3.031 2.496 2.790
C14 2.023 1.737 1.948
C15 4.294 -3.461 0.072
C16 5.115 -3.219 1.184
C17 6.228 -4.010 1.431
C18 6.558 -5.066 0.592
C19 5.732 -5.334 -0.495
C20 4.618 -4.551 -0.755
P2 0.477 -2.889 0.181
C21 0.993 -3.574 1.781
C22 0.691 -2.821 2.914
C23 1.189 -3.190 4.157
C24 2.015 -4.299 4.269
C25 2.322 -5.053 3.145
C26 1.807 -4.697 1.906
C27 -0.464 -4.203 -0.683
C28 -0.850 -3.902 -1.992
C29 -1.504 -4.847 -2.768
C30 -1.769 -6.108 -2.248
C31 -1.374 -6.420 -0.957
C32 -0.728 -5.469 -0.174
H1 2.122 -4.168 -1.105
H2 1.828 -2.568 -1.780
H3 4.113 -0.845 0.444
H4 2.796 -1.388 1.465
H5 4.626 -0.358 -1.567
H6 5.367 -0.226 -3.914
H7 3.742 0.293 -5.704
H8 1.364 0.682 -5.134
H9 0.617 0.528 -2.782
H10 4.019 1.970 -0.936
H11 5.217 3.628 0.424
H12 4.698 3.777 2.880
H13 2.816 2.585 3.853
H14 1.739 0.809 2.474
H15 4.864 -2.417 1.867
H16 6.837 -3.803 2.302
H17 7.445 -5.662 0.772
H18 5.965 -6.156 -1.161
H19 4.006 -4.770 -1.622
H20 0.088 -1.928 2.803
H21 0.950 -2.604 5.036
H22 2.431 -4.567 5.232
H23 2.976 -5.913 3.225
H24 2.060 -5.281 1.028
H25 -0.633 -2.920 -2.386
H26 -1.821 -4.595 -3.772
H27 -2.285 -6.846 -2.852
H28 -1.563 -7.410 -0.560
H29 -0.435 -5.711 0.843
Cl1 1.301 7.899 -0.946
C33 1.109 6.351 -0.136
C34 0.882 5.212 -0.889
C35 0.739 3.993 -0.241
C36 0.813 3.892 1.151
C37 0.692 2.573 1.871
C38 1.020 5.066 1.873
C39 1.174 6.296 1.242
H30 0.791 5.280 -1.966
H31 0.532 3.111 -0.824
H32 -0.070 1.966 1.394
H33 0.375 2.766 2.900
H34 1.054 5.016 2.956
H35 1.330 7.201 1.819
S1 -1.354 1.054 -1.161
Sb1 -3.449 1.734 -0.135
C40 -3.013 3.700 -0.995
C41 -3.017 3.885 -2.381
C42 -2.622 5.094 -2.945
C43 -2.219 6.150 -2.134
C44 -2.191 5.975 -0.758
C45 -2.566 4.756 -0.198
C46 -4.750 1.272 -2.091
C47 -4.446 0.640 -3.299
C48 -5.409 0.418 -4.283
C49 -6.722 0.834 -4.082
C50 -7.056 1.467 -2.890
C51 -6.080 1.667 -1.915
C52 -2.857 2.575 2.200
C53 -2.416 1.527 3.022
C54 -2.466 1.567 4.411
C55 -2.994 2.685 5.054
C56 -3.468 3.737 4.281
C57 -3.404 3.669 2.887
H36 -3.317 3.071 -3.027
H37 -2.622 5.209 -4.024
H38 -1.912 7.093 -2.572
H39 -1.861 6.782 -0.114
H40 -2.468 4.607 0.869
H41 -3.420 0.322 -3.490
H42 -5.136 -0.073 -5.213
H43 -7.473 0.668 -4.846
H44 -8.076 1.800 -2.720
H45 -6.360 2.156 -0.978
H46 -1.995 0.642 2.549
H47 -2.098 0.731 5.001
H48 -3.042 2.729 6.137
H49 -3.889 4.615 4.765
H50 -3.809 4.514 2.328
F1 -5.919 -3.241 0.782
C58 -4.709 -2.657 0.563
C59 -4.370 -2.272 -0.714
C60 -3.119 -1.698 -0.924
C61 -2.210 -1.491 0.118
C62 -2.617 -1.888 1.396
C63 -3.861 -2.470 1.630
H51 -5.080 -2.392 -1.526
H52 -2.870 -1.353 -1.917
H53 -1.967 -1.731 2.245
H54 -4.173 -2.768 2.623

Computed properties:
E_HOMO: -0.03167 Eh
gap between HOMO and LUMO: 4.464 eV
DFT total energy: -122367.640 eV
charge: -2

(6)
C3H16BCl2N6O3V | ωB97M-V/def2-TZVPD

Geometry (Å):
V1 -0.026 0.448 0.138
B1 0.112 2.066 1.891
H1 1.138 2.039 2.224
H2 -0.433 1.142 2.000
H3 -0.459 2.767 2.479
H4 -0.030 2.307 0.849
Cl1 -2.609 0.956 -0.356
Cl2 2.521 -0.345 0.566
C1 -1.322 -1.307 2.625
O1 -0.757 -1.147 1.522
N1 -1.600 -2.457 3.128
N2 -1.784 -0.329 3.361
H5 -1.307 -3.210 2.522
H6 -2.217 -2.677 3.896
H7 -1.530 0.588 3.022
H8 -2.270 -0.539 4.221
C2 -0.173 -2.253 -1.685
O2 -0.261 -1.050 -1.531
N3 -0.957 -2.930 -2.545
N4 0.647 -3.022 -1.029
H9 -0.827 -3.931 -2.509
H10 -1.836 -2.539 -2.853
H11 1.345 -2.727 -0.361
H12 0.660 -3.959 -1.406
C3 1.384 2.549 -2.128
O3 0.752 1.728 -1.472
N5 2.628 2.784 -1.959
N6 1.060 3.182 -3.195
H13 3.233 3.074 -2.714
H14 3.084 2.157 -1.311
H15 0.112 3.083 -3.528
H16 1.722 3.554 -3.862

Computed properties:
E_HOMO (alpha / beta): -0.25076 / -0.28830 Eh
spin multiplicity: 5
<S²>: 6.01
gap between HOMO and LUMO (alpha / beta): 7.091 / 3.416 eV
DFT total energy: -69862.373 eV

(7)
C4H9NO2 | ωB97M-V/def2-TZVPD

Geometry (Å):
O1 0.698 2.440 0.597
C1 1.364 1.475 0.322
O2 2.240 0.939 1.244
C2 1.053 0.490 -0.750
C3 -0.475 0.272 -0.788
C4 -0.721 -1.170 -0.254
N1 -1.891 -1.329 0.579
H1 1.850 1.337 2.046
H2 1.566 -0.456 -0.622
H3 1.536 0.967 -1.605
H4 -0.983 0.679 -1.667
H5 -1.006 0.953 -0.036
H6 0.087 -1.307 0.454
H7 -0.643 -1.867 -1.075
H8 -1.843 -1.942 1.396
H9 -2.832 -1.481 0.160

Computed properties:
E_HOMO (alpha / beta): -0.52630 / -0.52585 Eh
spin multiplicity: 2
<S²>: 0.75
gap between HOMO and LUMO (alpha / beta): 10.435 / 5.105 eV
DFT total energy: -9869.182 eV
charge: +1

(8)
C33H42BrMgN4PSi | ωB97M-V/def2-TZVPD

Geometry (Å):
Mg1 0.477 0.889 0.191
C1 0.719 2.837 1.415
C2 2.030 2.619 0.900
C3 2.598 1.537 1.598
C4 1.670 1.100 2.572
C5 0.510 1.898 2.473
C6 -0.665 1.886 3.403
C7 1.978 0.089 3.632
C8 3.974 0.970 1.400
C9 2.743 3.488 -0.095
C10 -0.144 4.034 1.124
H1 -0.903 0.875 3.744
H2 -1.562 2.285 2.928
H3 -0.479 2.493 4.295
H4 2.272 -0.883 3.223
H5 1.127 -0.063 4.296
H6 2.813 0.428 4.254
H7 3.958 -0.074 1.073
H8 4.550 1.000 2.330
H9 4.529 1.537 0.653
H10 3.245 2.911 -0.875
H11 3.509 4.092 0.402
H12 2.060 4.174 -0.595
H13 -1.201 3.834 1.314
H14 -0.054 4.363 0.087
H15 0.132 4.883 1.758
C11 0.283 -4.640 3.477
N1 0.141 -4.462 2.034
C12 -1.243 -4.749 1.661
N2 -2.239 -3.982 2.407
C13 -2.009 -4.184 3.835
N3 -0.656 -3.846 4.262
C14 -0.382 -2.415 4.132
P1 -0.519 -1.751 2.380
C15 0.531 -3.109 1.638
C16 -2.179 -2.560 2.066
H16 1.303 -4.379 3.767
H17 0.114 -5.694 3.709
H18 -1.429 -5.810 1.840
H19 -1.371 -4.547 0.595
H20 -2.181 -5.239 4.062
H21 -2.726 -3.584 4.399
H22 0.624 -2.220 4.504
H23 -1.078 -1.859 4.766
H24 1.564 -2.934 1.952
H25 0.515 -3.036 0.551
H26 -2.468 -2.437 1.020
H27 -2.920 -2.024 2.667
Br1 -2.617 1.422 0.249
C17 -2.377 -0.212 -0.671
C18 -3.426 -0.807 -1.348
C19 -3.140 -1.970 -2.044
C20 -1.840 -2.455 -2.054
C21 -0.874 -1.772 -1.342
N4 -1.143 -0.674 -0.625
H28 -4.411 -0.366 -1.339
H29 -3.922 -2.479 -2.592
H30 -1.571 -3.333 -2.623
H31 0.158 -2.097 -1.349
C22 0.713 5.514 -3.779
C23 -0.312 4.922 -3.054
C24 -0.184 3.608 -2.621
C25 0.953 2.849 -2.905
C26 1.968 3.465 -3.643
C27 1.855 4.781 -4.072
Si1 1.104 1.055 -2.301
C28 0.068 0.064 -3.564
C29 -1.231 0.431 -3.928
C30 -1.979 -0.327 -4.820
C31 -1.443 -1.480 -5.379
C32 -0.153 -1.864 -5.038
C33 0.585 -1.102 -4.140
H32 0.624 6.541 -4.109
H33 -1.206 5.487 -2.818
H34 -0.986 3.176 -2.027
H35 2.866 2.907 -3.881
H36 2.660 5.235 -4.637
H37 2.489 0.647 -2.707
H38 -1.670 1.337 -3.520
H39 -2.982 -0.014 -5.084
H40 -2.020 -2.066 -6.084
H41 0.283 -2.753 -5.479
H42 1.595 -1.413 -3.892

Computed properties:
E_HOMO: -0.25131 Eh
gap between HOMO and LUMO: 6.799 eV
DFT total energy: -133517.265 eV

> What is the formula in the fifth record?

C63H54ClFNP2PdSSb